62
Properties=species:S:1:pos:R:3:forces:R:3 method="wB97M-V/def2-TZVPD" gap_ha=0.030 total_charge=-1
O 2.774774 0.688898 1.736692 -0.72 -0.32 -0.75
C 1.833657 0.922300 1.011533 0.12 0.57 1.36
Br 1.520923 -0.294059 -0.549630 -1.48 -0.37 -0.17
C 0.879271 1.988323 1.128672 0.40 -0.48 0.01
Nb -1.296644 1.370821 1.675333 -1.03 1.98 -0.77
H 1.218933 2.612597 1.956885 -0.12 0.17 -0.16
H 0.765190 2.532653 0.189161 -0.38 -0.13 -0.02
H -0.843132 -0.390767 2.202446 -0.50 0.21 0.09
H -0.683305 1.722836 3.365945 0.46 -0.97 -0.40
H -1.945229 3.040683 1.290817 -0.37 0.02 0.29
H -1.373325 0.585749 0.039688 0.84 -0.63 0.61
H -2.907832 0.676756 2.264707 0.40 0.01 0.17
Rb 4.299281 0.299976 -0.444061 2.24 0.26 -0.61
Al -3.100765 -1.168474 2.763052 -0.79 0.38 -0.14
C 5.407642 0.903714 -5.157905 -0.24 0.01 0.02
O 4.964577 0.980236 -4.011677 -0.02 -0.07 0.34
N 6.726667 0.922597 -5.435275 -0.05 -0.01 0.05
N 4.563338 0.793597 -6.229199 0.19 -0.02 0.02
H 7.128468 0.862239 -6.353571 -0.01 0.02 -0.01
H 7.372798 1.004983 -4.671636 0.01 -0.01 0.02
H 3.578995 0.780903 -6.046476 -0.03 0.01 0.03
H 4.892883 0.734057 -7.173672 0.00 0.02 -0.01
C -3.014988 -3.895761 7.958680 -0.09 0.11 0.13
C -3.345545 -3.133240 6.696507 0.08 0.20 0.00
O -3.997212 -1.904781 7.015070 -0.11 -0.12 0.06
O -4.185767 -4.147699 8.716657 -0.01 -0.08 -0.01
H -2.562191 -4.859261 7.722232 0.02 0.00 -0.01
H -2.304167 -3.312024 8.563033 0.07 -0.07 -0.06
H -4.054959 -3.691706 6.090894 0.04 -0.01 -0.01
H -2.443205 -2.945961 6.104202 0.00 -0.10 -0.02
H -3.359410 -1.309981 7.420516 0.04 0.06 -0.03
H -4.726152 -3.351320 8.646234 -0.02 0.05 0.00
C 10.028813 1.490081 -5.876899 0.21 0.26 0.28
O 9.237312 0.862851 -6.611645 0.24 -0.10 -0.08
O 10.088647 1.231787 -4.644103 -0.14 -0.06 -0.16
O 10.774610 2.403333 -6.310003 -0.11 -0.18 -0.04
Cl -6.369169 -2.932689 1.293046 0.02 -0.06 -0.24
C -7.209065 -2.771718 2.779439 -0.09 0.14 -0.12
C -6.730099 -3.387056 3.920280 0.22 -0.07 0.07
Cl -5.251707 -4.289053 3.817150 0.01 -0.25 0.20
C -7.394594 -3.272687 5.128907 -0.02 0.01 0.04
C -8.556425 -2.522361 5.189283 -0.02 0.02 -0.04
C -9.036644 -1.890878 4.048219 0.00 -0.04 0.03
C -8.366654 -2.011426 2.843388 -0.06 -0.03 0.02
H -6.996384 -3.762587 6.006825 0.02 0.00 0.00
H -9.079908 -2.424799 6.130958 0.00 0.01 0.01
H -9.936129 -1.292439 4.095665 0.00 0.02 0.01
H -8.713417 -1.517148 1.948832 0.04 0.07 -0.01
O -7.239706 -0.057962 0.640618 -0.21 0.03 0.16
Cl -6.038445 0.333149 -0.019946 1.17 -0.02 0.03
O -4.915289 0.422203 0.947099 -0.25 -0.33 -0.34
O -6.187368 1.608240 -0.646852 -0.17 0.23 -0.10
O -5.648347 -0.661576 -0.995033 -0.17 -0.08 -0.06
F -5.531231 0.970888 3.122414 0.46 -0.30 0.40
Cl 8.198259 3.168675 -8.544858 -0.19 0.07 -0.12
C 9.643890 4.199611 -8.639164 0.08 -0.02 0.11
C 9.851763 4.776365 -10.012848 0.01 0.04 -0.06
Cl 10.292145 3.537076 -11.222294 -0.02 0.01 0.03
H 10.483751 3.594082 -8.309381 0.02 -0.02 -0.03
H 9.504255 5.011520 -7.927561 -0.02 0.00 0.01
H 10.671839 5.491081 -9.981131 0.02 -0.01 0.00
H 8.957260 5.276379 -10.373674 -0.02 -0.02 -0.01

---

24
Properties=species:S:1:pos:R:3:forces:R:3 method="wB97M-V/def2-TZVPD" smiles="NP(O)C1=CC(=O)OC1=O.CC(C)=O" gap_ha=0.301 total_charge=0 relative_energy_kcal_mol=20.8
N -0.042342 -0.217227 5.038058 0.55 -0.17 -0.37
P 1.045664 0.941261 4.422092 -0.08 0.20 0.49
O 0.058203 2.205529 4.115901 -0.07 -0.15 -0.30
C 1.243166 0.324118 2.708150 -0.39 -0.41 -0.04
C 0.711834 -0.706303 2.042949 0.36 0.36 0.37
C 1.267402 -0.695255 0.657784 -0.49 -0.41 -0.04
O 0.840376 -1.244415 -0.312134 0.50 0.02 0.27
O 2.329904 0.169949 0.654967 -0.20 0.48 -0.49
C 2.171594 1.009246 1.766783 -0.34 -0.87 -0.25
O 2.656720 2.074624 1.829836 0.69 0.76 0.13
H -0.457788 -0.832921 4.349759 -0.24 -0.03 0.21
H 0.410639 -0.767355 5.755849 -0.22 -0.04 0.12
H -0.703352 1.927236 3.585275 0.00 0.30 0.11
H -0.003040 -1.434629 2.394960 -0.06 -0.02 -0.21
C -1.016229 -1.330410 -3.163640 -0.18 0.02 0.06
C -1.732387 -0.118011 -3.705409 0.06 -0.03 -0.02
O -2.839252 0.189047 -3.330995 -0.04 0.02 0.02
C -0.992852 0.698629 -4.739694 -0.16 0.09 0.02
H -1.647664 -1.827913 -2.432148 0.00 -0.01 0.01
H -0.789154 -2.024470 -3.974647 0.10 0.04 -0.01
H -0.083850 -1.032318 -2.683734 0.07 -0.05 -0.07
H -0.763116 0.081414 -5.609520 0.10 -0.02 0.02
H -0.055886 1.070498 -4.322380 0.06 -0.07 -0.04
H -1.608590 1.539676 -5.048062 -0.01 0.01 0.00

---

97
Properties=species:S:1:pos:R:3:forces:R:3 method="wB97M-V/def2-TZVPD" gap_ha="0.291 / 0.298" multiplicity=5 total_charge=+2
Hg -27.904600 1.627727 6.272840 -0.46 0.26 0.15
Cr -25.607800 -1.666354 2.313137 0.32 0.83 -0.23
S -26.728620 0.038933 4.164599 -0.05 -0.12 -0.15
O -25.766313 0.448482 3.140375 0.50 0.24 0.05
O -26.195677 0.203734 5.541805 -0.18 -0.02 -0.08
O -27.974548 0.819226 4.087077 -0.24 -0.01 -0.17
O -27.022908 -1.396455 3.860484 0.64 -0.24 -0.28
C -29.913825 -4.756558 5.773381 -0.20 -0.32 0.25
C -29.219694 -3.917669 4.729648 -0.05 -0.27 -0.19
O -28.995070 -2.602719 5.231571 -0.04 0.41 0.41
H -30.751352 -4.197812 6.196147 -0.06 -0.05 -0.10
H -29.291111 -5.084523 6.607486 0.24 0.27 -0.11
H -30.303828 -5.672178 5.323229 -0.07 0.12 -0.05
H -29.857864 -3.880473 3.838312 0.03 0.17 0.03
H -28.272034 -4.369202 4.414541 -0.01 0.05 0.14
H -28.194688 -2.219564 4.844870 -0.09 -0.35 -0.21
C -31.957366 2.339496 4.727854 -0.43 0.07 0.04
C -30.564675 2.897717 4.834782 0.09 0.37 0.01
O -29.984522 2.616962 6.158755 -0.20 0.14 -0.64
H -32.348890 2.500538 3.721516 0.10 0.02 -0.01
H -32.655442 2.836389 5.408055 0.12 0.01 0.01
H -32.003272 1.270265 4.935441 0.19 -0.01 -0.01
H -30.524637 3.980597 4.697341 -0.22 -0.02 0.05
H -29.913762 2.495964 4.060347 0.22 -0.33 0.35
H -30.588418 2.992857 6.809011 0.14 -0.09 0.23
C -27.315695 3.328061 1.405758 -0.60 0.14 -0.07
C -25.944882 3.787402 1.821662 0.38 0.16 -0.44
O -25.489089 3.137384 3.015757 0.03 0.19 -0.19
H -27.762610 4.034639 0.702545 0.09 -0.02 0.00
H -27.969117 3.300997 2.282756 -0.03 -0.07 -0.06
H -27.342461 2.350674 0.919157 0.16 -0.08 0.16
H -25.935740 4.860134 2.008353 -0.07 -0.02 0.26
H -25.218335 3.643408 1.011555 -0.01 -0.13 0.16
H -25.428932 2.182870 2.842246 0.00 0.05 0.16
C -21.602516 -1.223467 7.064577 -0.24 -0.28 -0.26
C -22.917735 -0.501850 7.160418 -0.42 -0.07 -0.55
O -23.586924 -0.552217 5.866638 0.30 0.04 0.04
H -20.989503 -0.759945 6.291813 0.22 0.11 0.25
H -21.749528 -2.266620 6.774465 -0.06 0.00 0.13
H -21.111588 -1.214146 8.034164 0.20 0.10 -0.06
H -22.746033 0.546122 7.412990 -0.13 -0.02 0.11
H -23.586004 -0.974333 7.882749 0.12 0.11 0.17
H -24.455600 -0.124789 5.915782 0.12 -0.03 0.17
C -31.050033 -0.722694 8.278963 -0.05 0.31 0.53
C -29.592093 -0.971937 8.019277 0.51 0.40 -0.61
O -29.173433 -0.272817 6.778006 -0.02 -0.02 0.46
H -31.679784 -0.953927 7.423790 0.02 -0.17 -0.03
H -31.208539 0.322805 8.557744 0.00 0.01 -0.19
H -31.374304 -1.291822 9.153014 -0.03 -0.18 -0.17
H -29.320698 -2.014403 7.865968 -0.19 -0.07 0.05
H -28.960064 -0.570123 8.808786 -0.05 -0.02 0.06
H -29.285887 -0.924156 6.058870 0.06 -0.05 -0.05
C -28.337219 -1.284040 -1.100534 0.10 -0.28 0.27
C -27.051835 -0.785175 -0.465900 -0.22 -0.28 -0.83
O -27.084438 -0.858507 0.973918 0.40 -0.47 0.06
H -29.187909 -0.645494 -0.877730 0.00 0.11 -0.07
H -28.555278 -2.293679 -0.741867 -0.02 0.06 0.03
H -28.201231 -1.366280 -2.178361 -0.05 0.19 -0.03
H -26.825547 0.232843 -0.791067 -0.06 0.08 0.22
H -26.246254 -1.421054 -0.833809 0.16 0.02 0.38
H -27.906243 -0.410435 1.284528 -0.16 0.02 0.09
C -25.575803 4.943700 6.247196 -0.25 -0.19 -0.13
C -26.927418 4.752494 5.583449 0.73 0.01 -0.33
O -27.061283 3.402394 5.066584 -0.76 0.18 0.89
H -24.805163 5.011855 5.481576 0.11 0.00 0.08
H -25.354631 4.081398 6.879040 0.05 0.12 0.17
H -25.573309 5.854926 6.842150 0.09 -0.01 0.04
H -26.982621 5.426607 4.727444 -0.33 0.04 0.03
H -27.753633 4.952917 6.259137 -0.15 -0.16 -0.02
H -26.488813 3.288493 4.258184 0.31 -0.19 -0.10
C -22.776691 0.769950 0.949520 -0.18 -0.91 0.42
C -24.008486 0.091816 0.363763 0.46 1.01 0.23
O -24.103256 -1.272431 0.830225 -0.63 -0.29 -0.06
H -22.783673 0.644270 2.036269 -0.13 0.21 -0.01
H -22.749490 1.828651 0.711829 0.14 0.01 -0.17
H -21.880576 0.242889 0.611329 0.09 0.37 -0.23
H -23.992772 0.145166 -0.724678 -0.09 -0.33 -0.03
H -24.907008 0.593227 0.718976 -0.09 -0.14 -0.04
H -23.341534 -1.780130 0.530002 0.00 -0.06 0.07
C -21.649619 -2.507184 3.631519 -0.05 0.42 -0.82
C -23.080696 -2.975815 3.482577 0.37 -0.55 0.77
O -24.004915 -1.876833 3.621046 -0.20 -0.37 -0.55
H -21.434397 -1.782533 2.836969 0.04 -0.02 0.11
H -20.945698 -3.326178 3.496918 -0.06 -0.11 0.19
H -21.477015 -2.004706 4.577153 -0.02 -0.16 0.08
H -23.318991 -3.723036 4.246892 -0.03 0.08 -0.01
H -23.227833 -3.482905 2.526911 -0.20 0.30 -0.16
H -23.776136 -1.380619 4.459261 -0.19 -0.06 0.01
C -31.376325 -0.894187 1.257123 -0.27 -0.03 -0.65
C -30.345980 -0.606689 2.300701 0.06 0.02 0.22
O -29.462868 0.432340 1.825273 0.28 -0.38 0.02
H -30.931971 -1.338168 0.366106 0.05 -0.06 0.04
H -31.868671 0.022108 0.929334 -0.05 0.02 0.14
H -32.135344 -1.588136 1.616015 0.02 0.01 0.11
H -29.771073 -1.511413 2.538017 0.00 0.11 0.06
H -30.835785 -0.269545 3.220022 0.11 0.01 0.02
H -28.992930 0.757010 2.610029 -0.02 0.08 -0.10